# 1
Density functional theory data (ωB97M-V with the def2-TZVPD basis set) for the molecule C3H6N2S2 at a distorted geometry.

CARTESIAN COORDINATES (ANGSTROEM)
S -1.132 -0.091 -0.732
S -0.234 1.561 -2.910
N 0.842 -0.238 1.338
N 1.341 -0.742 2.551
C 0.666 -1.522 3.482
C 0.065 0.794 -1.478
C -0.260 -0.882 0.821
H 2.461 -0.617 2.632
H 0.328 -2.467 2.995
H -0.399 -1.048 3.740
H -1.021 -1.723 1.327
H 1.216 0.552 -1.011
H 1.170 -1.711 4.410

2S+1	1
total energy	-1023.64090	Ha
lowest unoccupied orbital energy	-0.3	eV
SMILES	CN/N=C/SC=S
HOMO	-8.36	eV
frontier orbital gap	8.081	eV
relative energy (zero: lowest compared OMol25 entry of this formula, charge and spin)	4.409	eV

Löwdin atomic charge list, values in e, 8 entries:
1 S 0.795
2 S 0.527
3 N -0.052
4 N -0.208
5 C -0.182
6 C -1.180
7 C -0.368
8 H 0.197

# 2
Density functional theory data (ωB97M-V with the def2-TZVPD basis set) for the ion C6H14NS with charge +1 at a distorted geometry.

CARTESIAN COORDINATES (ANGSTROEM)
S -0.551 0.184 -1.892
N 1.483 -0.424 0.407
C 1.799 0.311 -0.760
C 0.775 1.296 -1.174
C -1.539 0.275 0.753
C -2.478 -1.374 -0.860
C -1.478 -0.292 -0.604
C 1.853 0.014 1.718
H 1.751 1.094 1.731
H 2.851 -0.176 1.998
H -0.534 0.589 1.018
H 2.061 -0.391 -1.502
H -2.063 -2.346 -0.907
H -1.959 -0.562 1.430
H 1.213 -1.377 0.270
H 1.189 1.823 -1.961
H -2.922 -1.305 -1.817
H 1.143 -0.100 2.547
H 2.616 0.941 -0.594
H -2.192 1.100 0.709
H -3.352 -1.301 -0.154
H 0.335 2.020 -0.358

2S+1	1
total energy	-689.62861	Ha
lowest unoccupied orbital energy	-5.2	eV
HOMO	-12.56	eV
net charge	+1
frontier orbital gap	7.359	eV
relative energy (zero: lowest compared OMol25 entry of this formula, charge and spin)	2.337	eV

Löwdin atomic charge list, values in e, 8 entries:
1 S 1.178
2 N -0.142
3 C -0.333
4 C -0.319
5 C -0.052
6 C -0.079
7 C -0.562
8 C -0.105

# 3
Density functional theory data (ωB97M-V with the def2-TZVPD basis set) for a cluster of 2 separate species, C4H12N2O2 in total at a distorted geometry.

CARTESIAN COORDINATES (ANGSTROEM)
O -2.336 -1.005 -0.872
O 2.099 0.704 1.196
N -2.054 1.094 0.901
N 0.986 -0.112 -0.763
C -0.085 0.740 -0.441
C 2.268 0.426 -0.063
C 0.732 -1.442 -0.516
C -0.610 0.924 0.972
H -2.239 0.342 0.173
H 1.625 -1.916 -0.622
H -0.025 -1.877 -1.083
H -0.945 0.359 -1.008
H -0.274 -0.085 1.508
H 2.432 1.453 -0.778
H -0.055 1.726 1.490
H -2.388 0.581 1.730
H 3.198 -0.184 -0.349
H 0.441 -1.692 0.561
H -0.035 1.776 -0.889
H -2.734 -1.811 -1.147

2S+1	2
total energy	-419.44510	Ha
lowest unoccupied orbital energy (alpha / beta)	3.9 / 1.4	eV
⟨S²⟩	0.761
HOMO (alpha / beta)	-3.69 / -3.63	eV
net charge	-1
frontier orbital gap (alpha / beta)	7.551 / 5.001	eV
relative energy (zero: lowest compared OMol25 entry of this formula, charge and spin)	4.431	eV

Löwdin atomic charge list, values in e, 8 entries:
1 O -0.474
2 O -0.084
3 N -0.039
4 N -0.093
5 C -0.273
6 C -0.422
7 C -0.115
8 C -0.320